The ion C5H14N2 with charge -1 at a distorted geometry. Source: the OMol25 dataset; level of theory: ωB97M-V/def2-TZVPD.

Geometry as XYZ:
```
21
Properties=species:S:1:pos:R:3:forces:R:3
C -0.552 -0.073 -2.376 1.38 -0.71 -0.70
N -0.618 0.125 -0.952 -1.01 -0.56 2.26
C 0.781 -2.045 -0.353 -2.99 -0.06 -1.02
C 0.560 -0.463 -0.234 0.69 -1.77 -3.15
C 0.771 0.080 1.128 -1.05 0.54 0.75
N 0.320 1.481 1.233 1.31 -0.10 -0.48
C -0.734 1.815 2.105 -2.67 3.13 -0.28
H -1.520 -0.196 -2.817 -0.70 0.33 -0.25
H -0.054 -1.058 -2.570 -0.22 0.76 -0.33
H 0.049 0.723 -2.952 -0.90 -0.91 1.03
H -1.566 -0.132 -0.460 2.45 0.30 -1.58
H 1.771 -2.408 -0.047 -0.42 0.12 0.21
H -0.127 -2.553 0.045 0.94 -0.02 0.98
H 0.539 -2.437 -1.403 1.11 0.98 0.83
H 1.450 -0.252 -0.876 -0.62 1.10 0.34
H 0.207 -0.484 1.877 0.13 -0.19 -0.06
H 1.838 -0.091 1.296 0.07 0.43 0.59
H 0.054 1.841 0.323 0.35 -0.43 -0.11
H -1.857 1.437 1.798 2.45 0.61 0.77
H -0.532 1.626 3.152 -0.04 -0.51 0.16
H -0.779 3.063 2.082 -0.25 -3.04 0.05
```
Forces are in eV/Å.

Computed properties:
- E_HOMO (spin up / spin down) (eV) = 1.349 / -5.055
- ⟨S²⟩ = 0.75
- maximum force (eV/Å) = 4.1
- energy relative to the best compared isomer or geometry (same formula, charge and spin) (kJ/mol) = 228.36
- spin multiplicity = 2
- charge = -1
- HOMO-LUMO gap (spin up / spin down) (hartree) = 0.0973 / 0.3295
- energy (eV) = -8388.6186